1.
C17H31F3NO7SiY | ωB97M-V with the def2-TZVPD basis set

Results
ΔE to the lowest compared entry with this formula, charge and spin = 0.0 kJ/mol
Frontier orbital gap = 0.076 Ha
LUMO level = -10.554 eV
Charge = +2

Structure (XYZ):
```
61
Properties=species:S:1:pos:R:3:nbo_charge:R:1
C 2.3832 -3.2312 0.2060 -0.63
C 3.4966 -2.8917 1.1837 0.09
O 3.8476 -4.0508 1.9146 -0.70
C 4.7938 -2.3837 0.5243 -0.26
N 4.6072 -1.6417 -0.7145 -0.47
C 4.0946 -0.3077 -0.6010 -0.25
C 3.0822 -0.0564 -1.7731 -0.10
O 1.8546 0.4897 -1.3457 -0.34
C 1.8606 1.6940 -0.7621 0.21
C 3.0660 2.5485 -1.0090 0.69
O 3.2485 2.9421 -2.1583 -0.39
O 3.8052 2.8347 -0.0187 -0.52
C 1.6297 1.6307 0.8834 0.00
O 0.4920 0.8793 0.9178 -0.41
C -0.4210 1.4358 -0.0580 0.07
C -1.2764 0.3595 -0.6962 -0.43
C -2.4021 -0.0867 0.2190 -0.06
O -3.2472 -0.9640 -0.5220 -0.88
Si -4.6741 -1.4407 0.1787 1.91
C -5.4170 -2.6031 -1.1407 -1.10
C -5.8090 0.0132 0.4136 -1.16
C -4.3436 -2.3853 1.7433 -1.15
C 0.4105 2.3009 -1.0293 -0.23
C 0.3198 3.8161 -0.8616 -0.10
O -0.5874 4.1629 0.1830 -0.53
C -0.1581 5.1025 1.0616 1.17
F 1.0218 4.7568 1.6032 -0.33
F -1.0530 5.1952 2.0194 -0.29
F 0.0115 6.2844 0.4776 -0.30
H 2.4284 -4.2745 -0.0796 0.25
H 2.3901 -2.6060 -0.6795 0.20
H 1.4249 -3.0871 0.6982 0.21
H 3.1256 -2.1472 1.8868 0.16
H 3.7102 -3.9094 2.8511 0.49
H 5.4625 -3.2198 0.3702 0.25
H 5.2870 -1.7287 1.2498 0.21
H 5.4565 -1.6742 -1.2650 0.40
H 3.5945 -0.2286 0.3559 0.22
H 4.9073 0.4145 -0.6728 0.26
H 3.5261 0.5572 -2.5577 0.25
H 2.8409 -1.0128 -2.2135 0.24
H 1.4241 2.6398 1.2315 0.24
H 2.4591 1.2430 1.4559 0.24
H -1.1032 2.0393 0.5406 0.25
H -0.6669 -0.5105 -0.9241 0.23
H -1.7040 0.7419 -1.6169 0.23
H -1.9769 -0.6237 1.0655 0.18
H -2.9550 0.7756 0.5898 0.17
H -6.3937 -2.9617 -0.8307 0.08
H -4.7585 -3.4488 -1.3106 0.29
H -5.4620 -2.0405 -2.0792 0.26
H -5.4083 0.6987 1.1527 0.26
H -6.8070 -0.2715 0.7353 0.25
H -5.9060 0.5518 -0.5265 0.25
H -5.2562 -2.7146 2.2251 0.26
H -3.7592 -1.7804 2.4290 0.26
H -3.7305 -3.2479 1.4930 0.25
H 0.1772 2.0064 -2.0440 0.26
H 1.2907 4.2803 -0.7139 0.23
H -0.0686 4.2308 -1.7853 0.23
Y -8.1857 -3.0945 -1.8705 0.96
```



2.
C29H19ClN7O8PbSTe4 | ωB97M-V with the def2-TZVPD basis set

Results
ΔE to the lowest compared entry with this formula, charge and spin = 0.0 kJ/mol
Frontier orbital gap = 0.239 Ha
LUMO level = 0.930 eV
Charge = -1

Structure (XYZ):
```
70
Properties=species:S:1:pos:R:3:nbo_charge:R:1
Pb 2.4602 0.1162 -0.4552 1.32
O 2.5638 5.2156 3.3241 -0.69
C 1.3360 4.7859 3.5087 0.78
O 0.4780 5.4745 4.0149 -0.62
C 1.0308 3.3928 3.0621 -0.28
C -0.1866 2.7671 3.2372 0.17
Cl -1.6431 3.3439 3.9025 0.08
N -0.0924 1.5156 2.7345 -0.19
N 1.1247 1.2953 2.2067 -0.24
C 1.8130 2.4092 2.3937 0.05
C 3.2464 2.4496 1.8951 0.79
O 3.8967 3.4945 2.0843 -0.69
O 3.6532 1.4133 1.3150 -0.80
C -1.0632 0.4693 2.7278 0.13
C -1.3259 -0.1861 1.5366 -0.22
C -2.2403 -1.2282 1.5321 -0.14
C -2.8922 -1.5944 2.7007 -0.23
C -2.6193 -0.9272 3.8879 -0.22
C -1.6924 0.1031 3.9089 -0.21
H 3.1617 4.4998 2.9020 0.50
H -0.8316 0.1342 0.6295 0.26
H -2.4324 -1.7604 0.6106 0.21
H -3.6059 -2.4093 2.6888 0.21
H -3.1186 -1.2160 4.8043 0.21
H -1.4546 0.6178 4.8297 0.22
N -4.5597 -1.6274 -2.0752 -0.80
C -3.2529 -2.0721 -1.8632 0.19
C -3.0112 -3.3336 -1.3175 -0.30
C -1.7137 -3.7810 -1.1259 -0.14
C -0.6496 -2.9786 -1.4993 -0.40
C -0.8781 -1.7265 -2.0560 -0.09
C -2.1699 -1.2694 -2.2290 -0.29
S 1.0176 -3.5263 -1.2952 2.34
O 1.6913 -3.2760 -2.5500 -0.97
O 0.9917 -4.8834 -0.8132 -0.96
N 1.7036 -2.5061 -0.2584 -1.03
C 1.4571 -2.5814 1.0804 0.56
N 0.3880 -3.2227 1.5734 -0.50
C 0.1987 -3.1417 2.8803 0.11
C 1.0318 -2.4317 3.7317 -0.36
C 2.1240 -1.8295 3.1381 0.11
N 2.3582 -1.9129 1.8361 -0.54
H -5.2488 -2.0467 -1.4714 0.37
H -4.6564 -0.6247 -2.1129 0.38
H -3.8485 -3.9604 -1.0314 0.21
H -1.5109 -4.7455 -0.6806 0.25
H -0.0375 -1.1110 -2.3590 0.23
H -2.3435 -0.2836 -2.6452 0.22
H -0.6729 -3.6610 3.2664 0.19
H 0.8403 -2.3562 4.7915 0.22
H 2.8438 -1.2606 3.7187 0.20
Te 5.1421 -1.7419 1.0377 0.18
Te 7.1661 -2.5925 -0.6276 -0.13
Te 4.5185 -2.9387 -1.2993 0.47
Te 4.1053 -0.7361 -2.8441 -0.31
O 2.8741 1.5471 -3.9966 -0.60
C 1.7974 1.7950 -3.4834 0.67
N 1.4309 1.5310 -2.1833 -0.81
C 0.1250 1.9019 -1.9906 0.65
O -0.5128 1.7418 -0.9645 -0.61
C -0.3998 2.5031 -3.2646 -0.06
C -1.6299 3.0350 -3.5875 -0.21
C -1.7992 3.5051 -4.8881 -0.21
C -0.7638 3.4344 -5.8166 -0.21
C 0.4740 2.8935 -5.4755 -0.17
C 0.6278 2.4345 -4.1848 -0.13
H -2.4238 3.0873 -2.8533 0.23
H -2.7478 3.9344 -5.1851 0.21
H -0.9275 3.8079 -6.8196 0.21
H 1.2853 2.8310 -6.1888 0.23
```



3.
C27H55FNO2S3 | ωB97M-V with the def2-TZVPD basis set

Results
Frontier orbital gap = 0.294 Ha
LUMO level = -3.288 eV
Charge = +1

Structure (XYZ):
```
89
Properties=species:S:1:pos:R:3:lowdin_charge:R:1
C 5.8329 -0.3355 1.6026 -0.11
C 5.1525 0.6220 2.5910 -0.24
C 3.6988 0.9900 2.2592 -0.22
C 3.5326 2.2484 1.4025 -0.22
C 4.1111 2.1307 -0.0088 -0.20
C 3.4222 1.0889 -0.8960 -0.20
C 1.8997 1.1358 -0.8313 -0.20
C 1.2666 0.1799 -1.8274 -0.17
N -0.2187 0.2021 -1.7685 -0.22
C -0.8980 0.4100 -3.0622 -0.21
C -1.3559 1.8625 -3.2263 -0.16
C -2.1732 2.3973 -2.0347 -0.18
C -3.6750 2.6171 -2.3206 -0.21
C -4.1397 4.0564 -2.0870 -0.21
C -4.4464 4.3609 -0.6129 -0.22
C -3.8594 5.6686 -0.0714 -0.27
C -3.6028 5.6108 1.4307 -0.12
C -0.7253 -0.7888 -0.9406 -1.06
S -0.8216 -0.5852 0.6817 0.74
S -1.1216 -2.2856 -1.7894 0.98
C -1.9881 -3.2263 -0.5243 -0.51
C -3.3696 -2.6302 -0.2537 -0.33
C -4.0037 -3.2972 0.9633 -0.36
S -5.6604 -2.6323 1.2946 1.17
C -5.5760 -0.8283 1.2540 -0.31
C -4.4465 -0.0785 1.9820 -0.40
C -4.0728 -0.5748 3.3691 -0.01
F -4.9616 1.2159 2.0652 -0.01
H 6.5289 -1.0077 2.1020 0.06
H 5.0970 -0.9645 1.0930 0.05
H 6.3976 0.1962 0.8341 0.07
H 5.1626 0.1595 3.5807 0.10
H 5.7421 1.5412 2.6844 0.11
H 3.1486 1.1436 3.1926 0.10
H 3.2284 0.1352 1.7545 0.10
H 4.0270 3.0828 1.9113 0.11
H 2.4722 2.5163 1.3510 0.10
H 4.0715 3.1092 -0.4978 0.11
H 5.1702 1.8709 0.0623 0.10
H 3.7684 0.0854 -0.6231 0.10
H 3.7384 1.2526 -1.9327 0.12
H 1.5507 2.1518 -1.0482 0.13
H 1.5494 0.8769 0.1703 0.07
H 1.5456 0.4481 -2.8481 0.13
H 1.6316 -0.8393 -1.6464 0.12
H -1.7692 -0.2429 -3.1313 0.08
H -0.2294 0.1307 -3.8816 0.12
H -1.9779 1.8833 -4.1272 0.11
H -0.4936 2.5013 -3.4329 0.11
H -2.0415 1.7241 -1.1835 0.08
H -1.7389 3.3455 -1.7072 0.11
H -3.9084 2.3223 -3.3479 0.10
H -4.2679 1.9613 -1.6662 0.10
H -5.0142 4.2571 -2.7110 0.11
H -3.3586 4.7417 -2.4353 0.11
H -5.5327 4.3803 -0.4745 0.11
H -4.0737 3.5402 0.0099 0.10
H -2.9181 5.8762 -0.5922 0.10
H -4.5322 6.5020 -0.2934 0.11
H -4.4330 5.1183 1.9474 0.07
H -2.6961 5.0398 1.6500 0.07
H -3.4850 6.6043 1.8659 0.07
H -1.3802 -3.2292 0.3825 0.06
H -2.0619 -4.2521 -0.8892 0.09
H -3.9997 -2.7298 -1.1421 0.13
H -3.2330 -1.5677 -0.0536 0.05
H -3.3881 -3.1944 1.8578 0.11
H -4.1772 -4.3591 0.7775 0.10
H -5.7314 -2.7993 2.6273 0.02
H -6.5315 -0.5240 1.6924 0.11
H -5.6088 -0.5812 0.1907 0.10
H -3.5630 -0.0080 1.3434 0.09
H -4.6867 -1.4042 3.7312 0.06
H -3.0268 -0.8787 3.4095 0.09
H -4.2008 0.2533 4.0657 0.10
O 7.0941 -3.3943 0.8560 0.11
C 6.2964 -4.0246 0.2214 -0.52
O 4.9836 -3.9142 0.5533 -0.01
C 3.9393 -4.5144 -0.2188 -0.25
C 3.7112 -5.9647 0.1513 -0.06
C 6.7150 -4.9663 -0.8826 0.02
H 4.1301 -4.3931 -1.2859 0.11
H 3.0585 -3.9176 0.0194 0.12
H 4.5849 -6.5774 -0.0698 0.07
H 2.8654 -6.3666 -0.4087 0.08
H 3.4972 -6.0503 1.2165 0.08
H 6.9895 -5.9177 -0.4249 0.10
H 7.6029 -4.5501 -1.3500 0.09
H 5.9607 -5.1531 -1.6403 0.07
```



- frontier orbital gap of number 1 (C17H31F3NO7SiY)?
  0.076 Ha



- What is the charge in the third record?
  +1



- Among the records above, which one has the highest LUMO level?
  C29H19ClN7O8PbSTe4



- Which value of frontier orbital gap does entry 1 give?
  0.076 Ha